# 1
Molecular formula: C7H7NOS
Method: DFT, the ωB97M-V functional and the def2-TZVPD basis

HOMO energy = -0.3181 Ha
M = 153.21 g mol⁻¹
F_max = 3.78 eV/A
total charge = 0
relative energy (zero: lowest compared OMol25 entry of this formula, charge and spin) = 84.1 kcal per mole
LUMO energy = 0.32 eV
gap between HOMO and LUMO = 8.97 eV
multiplicity = 1

Cartesian coordinates (Å):
C (2.2586, -2.0448, -1.6059)
C (1.8873, -1.1305, -0.9332)
C (-2.1201, 1.4728, -0.1550)
C (-2.8460, 0.6122, 0.6184)
C (-0.9404, -0.4580, -0.7677)
C (1.4106, -0.2452, 1.4279)
C (1.6346, 0.0215, -0.0135)
N (-1.1930, 0.8241, -0.9454)
O (1.4960, 1.1695, -0.4885)
S (-2.1252, -1.0514, 0.3283)
H (2.8224, -2.7945, -2.2197)
H (-2.0444, 2.5628, -0.2229)
H (-3.7537, 0.7539, 1.2584)
H (0.4595, -0.8448, 1.4773)
H (1.3216, 0.5890, 2.0185)
H (2.2183, -0.9260, 1.7304)
H (-0.4860, 1.4893, -1.5074)

***

# 2
Molecular formula: C7H7O2S
Method: DFT, the ωB97M-V functional and the def2-TZVPD basis

HOMO energy = -0.1443 Ha
M = 155.20 g mol⁻¹
F_max = 3.79 eV/A
total charge = -1
relative energy (zero: lowest compared OMol25 entry of this formula, charge and spin) = 50.5 kcal per mole
SMILES = C=C/C=C\C=C(\S)C(=O)[O-]
LUMO energy = 3.59 eV
gap between HOMO and LUMO = 7.51 eV
multiplicity = 1

Cartesian coordinates (Å):
C (-1.8326, -0.3734, -0.5294)
C (-1.0902, 0.3326, -1.3704)
C (-1.6606, -0.2834, 0.8369)
C (0.0052, 1.1156, -0.9026)
C (1.5016, -0.8310, -0.4052)
C (-0.4924, -0.2631, 1.5038)
C (1.0515, 0.5909, -0.2058)
O (2.6659, -1.1170, 0.1567)
O (0.8824, -1.5884, -1.1017)
S (2.4235, 1.4874, 0.4490)
H (-2.6313, -1.0276, -0.9373)
H (-1.1372, 0.2160, -2.4784)
H (-2.4753, 0.1232, 1.4279)
H (-0.0354, 2.2335, -0.8820)
H (-0.4971, 0.0203, 2.6042)
H (0.3644, -0.8107, 1.3043)
H (2.9574, 0.1751, 0.5299)

***

# 3
Molecular formula: C7H7O5SY
Method: DFT, the ωB97M-V functional and the def2-TZVPD basis

HOMO energy = -0.6247 Ha
M = 292.10 g mol⁻¹
F_max = 10.47 eV/A
total charge = +2
relative energy (zero: lowest compared OMol25 entry of this formula, charge and spin) = 0.0 kcal per mole
LUMO energy = -10.54 eV
gap between HOMO and LUMO = 6.46 eV
multiplicity = 1

Cartesian coordinates (Å):
O (0.7989, 5.7722, -2.0859)
C (0.7953, 4.7086, -1.6632)
Y (-0.8767, 0.0967, -0.6768)
C (-0.4451, -2.3867, -1.2462)
O (-0.1035, -3.3918, -1.7171)
C (-0.0300, -0.7483, -3.0876)
O (-0.1530, -0.2846, -4.1778)
C (1.3572, -0.9606, -2.0057)
O (2.5065, -0.9752, -2.2843)
C (-2.8619, -1.1968, -1.9371)
O (-3.6279, -1.7865, -2.5756)
H (-2.2343, 1.6183, -0.2155)
C (-0.7326, -0.2641, 3.1718)
S (0.2528, -0.6496, 1.7177)
C (1.8240, 0.1441, 2.0648)
H (-1.7233, -0.0118, 2.7889)
H (-0.3369, 0.5783, 3.7421)
H (-0.7944, -1.1609, 3.8002)
H (2.0285, 0.8768, 1.2729)
H (1.7574, 0.6401, 3.0349)
H (2.5989, -0.6182, 2.0795)

***

# 4
Molecular formula: C7H8
Method: DFT, the ωB97M-V functional and the def2-TZVPD basis

HOMO energy = -0.2970 Ha
M = 92.14 g mol⁻¹
F_max = 3.77 eV/A
total charge = 0
relative energy (zero: lowest compared OMol25 entry of this formula, charge and spin) = 53.6 kcal per mole
SMILES = CC=C1C=CC=C1
LUMO energy = -0.22 eV
gap between HOMO and LUMO = 7.87 eV
multiplicity = 1

Cartesian coordinates (Å):
C (2.4415, -0.2737, 0.0045)
C (1.3177, 0.6575, -0.1132)
C (-0.0172, 0.2506, -0.1557)
C (-0.6433, -1.0591, -0.0355)
C (-2.0546, -0.9352, -0.0894)
C (-2.3485, 0.5140, -0.0254)
C (-1.1420, 1.2353, -0.0217)
H (3.0527, -0.2587, 0.9258)
H (3.1754, -0.2089, -0.8549)
H (1.8763, -1.2003, -0.0890)
H (1.4107, 1.7536, -0.0252)
H (-0.0612, -1.9532, 0.1698)
H (-2.7704, -1.7185, 0.0826)
H (-3.3225, 0.9448, -0.0577)
H (-0.9146, 2.2518, 0.2851)

***

# 5
Molecular formula: C7H8
Method: DFT, the ωB97M-V functional and the def2-TZVPD basis

HOMO energy (spin up / spin down) = -0.2797 / -0.2798 Ha
M = 92.14 g mol⁻¹
F_max = 0.52 eV/A
total charge = 0
relative energy (zero: lowest compared OMol25 entry of this formula, charge and spin) = 179.4 kcal per mole
LUMO energy (spin up / spin down) = -0.11 / -0.11 eV
gap between HOMO and LUMO (spin up / spin down) = 7.50 / 7.50 eV
multiplicity = 1

Cartesian coordinates (Å):
C (0.3248, 0.2516, -1.5202)
C (0.1860, 0.2580, -0.0156)
C (0.9613, -0.7495, 0.8226)
C (-0.3602, -1.3538, 0.6202)
C (-0.9846, -2.4584, 0.2001)
C (-0.1445, 1.5207, 0.5902)
C (-0.4238, 2.5817, 1.0875)
H (1.0485, 1.0194, -1.8233)
H (0.6641, -0.7267, -1.8710)
H (-0.6285, 0.4862, -2.0028)
H (-1.0856, -0.4236, 0.6056)
H (1.7843, -1.2439, 0.3048)
H (1.2337, -0.3986, 1.8193)
H (-1.9139, -2.2829, -0.3540)
H (-0.6615, 3.5198, 1.5366)

***

# 6
Molecular formula: C7H8
Method: DFT, the ωB97M-V functional and the def2-TZVPD basis

HOMO energy = -0.2946 Ha
M = 92.14 g mol⁻¹
F_max = 1.85 eV/A
total charge = 0
relative energy (zero: lowest compared OMol25 entry of this formula, charge and spin) = 123.7 kcal per mole
SMILES = C[C@@]12[C@@H]3[C@H]4[C@@H]3[C@@H]1[C@H]42
LUMO energy = 1.20 eV
gap between HOMO and LUMO = 9.21 eV
multiplicity = 1

Cartesian coordinates (Å):
C (-1.0515, 0.5208, -1.6671)
C (-0.2997, 0.1725, -0.4315)
C (1.0097, 0.7423, 0.2086)
C (1.3197, -0.6172, 0.7910)
C (0.5081, 0.3678, 1.5870)
C (-0.8075, -0.1335, 0.9492)
C (0.0725, -1.1573, 0.0962)
H (-1.9718, -0.0710, -1.7384)
H (-1.3301, 1.5778, -1.6718)
H (-0.4423, 0.3140, -2.5507)
H (1.6888, 1.5214, -0.1126)
H (2.2646, -1.0713, 1.0447)
H (0.7415, 0.8175, 2.5468)
H (-1.5079, -0.8689, 1.2559)
H (-0.1845, -2.1377, -0.3172)